{"formula": "C77H58GeO2P2PdS2", "method": "ωB97M-V with the def2-TZVPD basis set", "orbital_gap_ev": 4.40, "homo_energy_ev": -0.65, "fmax_ev_per_a": 1.09, "charge": -2, "elements": ["Pd", "O", "S", "C", "C", "C", "C", "C", "C", "C", "C", "C", "C", "P", "C", "C", "C", "C", "C", "C", "C", "C", "C", "C", "C", "C", "C", "C", "C", "C", "C", "C", "C", "C", "C", "C", "C", "C", "P", "C", "C", "C", "C", "C", "C", "C", "C", "C", "C", "C", "C", "C", "C", "H", "H", "H", "H", "H", "H", "H", "H", "H", "H", "H", "H", "H", "H", "H", "H", "H", "H", "H", "H", "H", "H", "H", "H", "H", "H", "H", "H", "H", "H", "H", "H", "H", "H", "H", "H", "C", "Ge", "C", "C", "C", "C", "C", "C", "C", "C", "C", "C", "C", "C", "C", "C", "C", "C", "C", "C", "H", "H", "H", "H", "H", "H", "H", "H", "H", "H", "H", "H", "H", "H", "H", "C", "C", "O", "S", "C", "C", "C", "C", "C", "C", "C", "C", "H", "H", "H", "H", "H", "H", "H"], "coordinates": [[0.415038, -0.170339, -0.010880], [1.517468, 0.760440, 3.295147], [0.448423, 0.027866, 2.558058], [-1.089006, 0.539582, 3.392723], [-1.319187, -0.026883, 4.621409], [-2.456608, 0.256286, 5.409331], [-3.367590, 1.131180, 4.906110], [-4.686210, 1.606489, 5.470376], [-5.233358, 2.600460, 4.414504], [-4.170612, 2.646029, 3.342184], [-4.090157, 3.370115, 2.196360], [-2.947697, 3.194383, 1.381039], [-1.917481, 2.319682, 1.648760], [-0.503071, 2.203113, 0.457411], [0.641872, 3.445720, 1.156298], [0.354251, 4.311031, 2.205100], [1.338650, 5.136881, 2.731683], [2.624408, 5.108437, 2.212603], [2.925459, 4.239524, 1.170442], [1.947086, 3.405292, 0.657877], [-1.195128, 3.021016, -1.013790], [-0.655598, 4.159074, -1.604942], [-1.201414, 4.672658, -2.774293], [-2.312347, 4.070224, -3.346875], [-2.854792, 2.934586, -2.762146], [-2.284477, 2.390348, -1.622498], [-1.990994, 1.527095, 2.857066], [-3.121476, 1.755725, 3.663392], [0.524294, -1.673896, 3.131146], [1.510522, -1.907925, 4.049687], [1.624559, -3.148658, 4.733149], [0.667041, -4.085169, 4.504390], [0.435654, -5.444580, 5.126525], [-0.853652, -5.985083, 4.445935], [-1.244863, -4.906832, 3.461439], [-2.271817, -4.813058, 2.568003], [-2.295120, -3.703953, 1.694110], [-1.386832, -2.664035, 1.679450], [-1.369799, -1.651215, -0.215408], [-1.176281, -3.347349, -0.921815], [0.063813, -3.977801, -0.866189], [0.285438, -5.168967, -1.536586], [-0.740749, -5.779904, -2.248494], [-1.991175, -5.177059, -2.282324], [-2.202576, -3.970109, -1.629311], [-3.151508, -1.182869, 0.040466], [-3.953941, -0.989674, -1.085852], [-5.239343, -0.486904, -0.970969], [-5.741539, -0.126685, 0.274935], [-4.952075, -0.301952, 1.401084], [-3.678251, -0.846511, 1.281048], [-0.414614, -2.688215, 2.727313], [-0.333529, -3.840428, 3.533455], [-0.606390, -0.746757, 4.998388], [-2.587488, -0.238427, 6.364268], [-4.547860, 2.081988, 6.443977], [-5.369210, 0.767441, 5.619765], [-5.410092, 3.591275, 4.838268], [-6.184858, 2.255000, 4.002967], [-4.861467, 4.067968, 1.891786], [-2.889889, 3.794232, 0.483454], [-0.646634, 4.341827, 2.619661], [1.099182, 5.797040, 3.557034], [3.395778, 5.744241, 2.631219], [3.934752, 4.179265, 0.780499], [2.203187, 2.672760, -0.097726], [0.205377, 4.644635, -1.160952], [-0.751945, 5.543477, -3.236075], [-2.741716, 4.473486, -4.256754], [-3.715188, 2.446846, -3.205469], [-2.666849, 1.463493, -1.210103], [2.177985, -1.086579, 4.278475], [2.425258, -3.298995, 5.448681], [0.313564, -5.362263, 6.209392], [1.287458, -6.106031, 4.953577], [-1.644303, -6.167154, 5.178090], [-0.666939, -6.935275, 3.939697], [-3.025107, -5.588468, 2.471704], [-3.063713, -3.720252, 0.925164], [0.873761, -3.502506, -0.320484], [1.272046, -5.617107, -1.512112], [-0.564273, -6.708536, -2.778432], [-2.804747, -5.634387, -2.834967], [-3.178091, -3.501283, -1.691674], [-3.531050, -1.185897, -2.065710], [-5.842050, -0.349045, -1.861907], [-6.735547, 0.297100, 0.362835], [-5.317165, -0.008210, 2.378595], [-3.084065, -1.011050, 2.171299], [-1.021919, -0.669095, -1.543165], [-0.211814, -0.657747, -3.192238], [0.551535, 1.080392, -3.773053], [1.542767, 1.683027, -2.994033], [2.148623, 2.867596, -3.385618], [1.787914, 3.481967, -4.577860], [0.820472, 2.891415, -5.374685], [0.216743, 1.702966, -4.973801], [1.273337, -1.892871, -3.689991], [2.263058, -2.188223, -2.750942], [3.334196, -3.012796, -3.067353], [3.437569, -3.571688, -4.333581], [2.469145, -3.282723, -5.284945], [1.407588, -2.445664, -4.962438], [-1.677133, -1.152693, -4.450636], [-2.630672, -0.249491, -4.921221], [-3.751187, -0.669834, -5.629376], [-3.947860, -2.020176, -5.880817], [-3.016979, -2.938752, -5.415738], [-1.900475, -2.506207, -4.712634], [1.846092, 1.218996, -2.060299], [2.907825, 3.314115, -2.751531], [2.259253, 4.409781, -4.883304], [0.527536, 3.352712, -6.311991], [-0.523211, 1.256006, -5.628800], [2.196862, -1.759688, -1.755040], [4.089366, -3.215450, -2.316142], [4.270770, -4.220853, -4.580053], [2.539554, -3.707568, -6.280607], [0.665792, -2.230561, -5.725791], [-2.518011, 0.807670, -4.708752], [-4.474956, 0.060505, -5.974947], [-4.823634, -2.354137, -6.425872], [-3.162397, -3.999260, -5.589853], [-1.197343, -3.244690, -4.342918], [7.726142, 4.296805, 2.067999], [9.114181, 3.785745, 1.776305], [10.108610, 4.405532, 2.082038], [9.330910, 2.246580, 0.912025], [7.699058, 1.615419, 0.680254], [7.099175, 0.810398, 1.649003], [5.808086, 0.352382, 1.485243], [5.057871, 0.670532, 0.337811], [5.692547, 1.453347, -0.646092], [6.982682, 1.914146, -0.478201], [3.717869, 0.254977, 0.179357], [2.521985, 0.024711, 0.021450], [7.786882, 4.956987, 2.930498], [6.994390, 3.511788, 2.224195], [7.409639, 4.879661, 1.199385], [7.653375, 0.555990, 2.545523], [5.338645, -0.252637, 2.249976], [5.138590, 1.691729, -1.545407], [7.440160, 2.527926, -1.245468]], "forces_ev_per_a": [[-0.5, -0.1, 1.0], [-0.1, 0.0, 0.0], [0.2, 0.1, -0.3], [0.0, -0.1, -0.1], [-0.2, 0.0, 0.1], [0.1, 0.0, -0.1], [0.0, 0.0, 0.0], [0.0, 0.0, 0.0], [0.0, 0.0, 0.0], [0.0, 0.0, 0.0], [0.1, -0.1, -0.1], [-0.1, 0.1, 0.1], [0.1, -0.1, 0.0], [0.0, -0.2, -0.1], [0.1, -0.1, 0.0], [-0.1, 0.1, 0.0], [0.0, 0.0, 0.0], [0.0, 0.0, 0.0], [0.0, 0.0, 0.0], [0.0, 0.0, 0.0], [-0.1, 0.0, 0.1], [0.1, 0.0, 0.0], [0.0, 0.0, 0.0], [0.0, 0.1, 0.0], [0.0, -0.1, 0.0], [0.0, 0.0, 0.0], [0.2, 0.0, -0.1], [-0.2, 0.1, 0.2], [0.0, 0.1, 0.0], [-0.1, -0.1, 0.0], [0.0, 0.1, 0.0], [0.0, 0.0, 0.0], [0.0, 0.0, 0.0], [0.0, 0.0, 0.0], [0.0, 0.0, 0.0], [0.0, 0.0, 0.0], [-0.1, -0.1, -0.1], [0.2, 0.1, 0.2], [0.0, 0.0, -0.3], [-0.2, 0.0, 0.1], [0.1, 0.1, 0.0], [0.0, 0.0, 0.0], [0.0, 0.0, 0.0], [0.0, 0.0, 0.0], [0.0, 0.0, -0.1], [0.1, 0.0, 0.0], [0.1, 0.0, -0.1], [-0.1, 0.0, 0.0], [0.0, 0.0, 0.0], [0.0, 0.0, -0.1], [0.0, 0.0, 0.1], [0.1, 0.1, 0.0], [0.0, -0.2, 0.0], [0.0, 0.0, 0.0], [0.0, 0.0, 0.0], [0.0, 0.0, 0.0], [0.0, 0.0, 0.0], [0.0, 0.0, 0.0], [0.0, 0.0, 0.0], [0.0, 0.0, 0.0], [0.0, 0.0, 0.0], [0.0, 0.0, 0.0], [0.0, 0.0, 0.0], [0.0, 0.0, 0.0], [0.0, 0.0, 0.0], [0.0, -0.1, 0.0], [0.0, 0.0, 0.0], [0.0, 0.0, 0.0], [0.0, 0.0, 0.0], [0.0, 0.0, 0.0], [0.0, 0.0, 0.0], [0.0, 0.0, 0.0], [0.0, 0.0, 0.0], [0.0, 0.0, 0.0], [0.0, 0.0, 0.0], [0.0, 0.0, 0.0], [0.0, 0.0, 0.0], [0.0, 0.0, 0.0], [0.0, 0.0, 0.0], [0.0, 0.0, 0.0], [0.0, 0.0, 0.0], [0.0, 0.0, 0.0], [0.0, 0.0, 0.0], [0.0, 0.0, 0.0], [0.0, 0.0, 0.0], [0.0, 0.0, 0.0], [0.0, 0.0, 0.0], [0.0, 0.0, 0.0], [0.0, 0.0, 0.0], [0.0, 0.4, 0.1], [0.1, -0.2, -0.4], [0.0, 0.0, 0.0], [0.0, 0.0, 0.1], [0.0, 0.0, 0.0], [0.0, 0.0, 0.0], [0.0, 0.0, 0.0], [0.0, 0.0, -0.1], [0.1, 0.0, 0.1], [0.0, 0.0, 0.1], [0.0, 0.0, 0.0], [0.0, 0.0, 0.0], [0.0, 0.0, 0.0], [-0.1, 0.0, -0.1], [0.0, 0.0, 0.0], [-0.1, 0.1, 0.1], [0.0, 0.0, 0.0], [0.0, 0.0, 0.0], [0.0, 0.0, 0.0], [0.0, 0.0, 0.0], [0.0, 0.0, 0.0], [0.0, 0.0, 0.0], [0.0, 0.0, 0.0], [0.0, 0.0, 0.0], [0.0, 0.0, 0.0], [0.0, 0.0, 0.0], [0.0, 0.0, 0.0], [0.0, 0.0, 0.0], [0.0, 0.0, 0.0], [0.0, 0.0, 0.0], [0.0, 0.0, 0.0], [0.0, 0.0, 0.0], [0.0, 0.0, 0.0], [0.0, 0.0, 0.0], [0.0, 0.0, 0.0], [0.1, 0.1, -0.1], [0.1, 0.1, 0.1], [-0.1, -0.1, 0.0], [0.1, 0.0, 0.0], [-0.1, 0.0, -0.1], [0.1, 0.0, 0.1], [-0.1, 0.0, 0.0], [0.1, 0.1, 0.0], [-0.1, 0.0, 0.0], [0.0, 0.1, 0.0], [0.0, 0.0, -0.1], [0.0, 0.0, -0.2], [0.0, 0.0, 0.0], [0.0, -0.1, 0.0], [-0.1, 0.0, 0.0], [0.0, 0.0, 0.0], [0.0, 0.0, 0.0], [0.0, 0.0, 0.0], [0.0, 0.0, 0.0]]}